Record 1
The following is a DFT calculation (wB97M-V/def2-TZVPD) of a structure of composition C4H7NO.

XYZ file:
```
13
Properties=species:S:1:pos:R:3:forces:R:3
C 0.519720 1.624012 -0.111368 -0.0396 -0.0273 -0.0039
C 0.111189 0.580449 -1.130881 0.4399 0.1229 0.0040
N 0.751508 -0.677481 -0.869717 -0.1031 0.0904 -0.2179
C -0.537416 -0.942150 -0.197371 -0.2680 -0.1416 0.0408
C -0.436812 -1.082349 1.298709 -0.3419 -0.2074 0.1943
O -1.172227 -1.804440 1.934059 0.5136 0.5110 -0.4777
H 1.105754 1.287941 0.756283 -0.1649 -0.0052 -0.2005
H -0.324936 2.250945 0.200053 0.1745 -0.1381 -0.0929
H 1.174380 2.277923 -0.711932 -0.1611 -0.1458 0.1250
H -1.204621 -0.032883 -0.558053 -0.0558 -0.1829 0.3336
H 0.745399 -1.234087 -1.724239 0.0334 0.1241 0.2022
H -1.101592 -1.756827 -0.659804 0.1159 0.1484 0.1080
H 0.369653 -0.491052 1.774261 -0.1428 -0.1485 -0.0152
```
Forces are in eV/Å.

- Energy relative to the best compared isomer or geometry (same formula, charge and spin): 490.15 kJ/mol
- Kohn-Sham gap: 9.11 eV
- LUMO: 0.5 eV
- Energy: -286.44496 a.u.
- HOMO energy: -8.6 eV

=====

Record 2
The following is a DFT calculation (wB97M-V/def2-TZVPD) of an isolated molecule of C4H7NO.

XYZ file:
```
13
Properties=species:S:1:pos:R:3:forces:R:3
C 1.842778 0.346375 -0.099991 -0.0061 0.2129 -0.0422
C 0.427850 0.040315 0.362885 0.0811 0.0091 0.0668
O 0.087027 -1.252233 -0.162799 0.5906 -0.2208 -0.3361
C -0.776035 0.850801 -0.130578 -0.3279 0.0859 0.4457
C -1.836126 0.077169 0.075928 -0.8752 0.4132 0.3104
N -2.723907 -0.637709 0.500887 0.5550 0.3589 0.2223
H 2.498705 -0.418946 0.335453 -0.1654 0.2057 -0.0910
H 2.209373 1.328004 0.206267 -0.0899 0.0171 -0.0155
H 1.913272 0.250018 -1.188780 -0.0360 0.1479 0.1233
H 0.403514 -0.007865 1.459967 0.0270 -0.2069 -0.1781
H -0.234715 -0.916626 -1.024333 0.2189 -1.1853 0.1355
H -0.852001 1.881365 -0.444164 0.1786 -0.1199 -0.1383
H -2.959741 -1.540664 0.109261 -0.1507 0.2823 -0.5026
```
Forces are in eV/Å.

- Energy relative to the best compared isomer or geometry (same formula, charge and spin): 279.58 kJ/mol
- Kohn-Sham gap: 9.65 eV
- LUMO: 1.0 eV
- SMILES: C[C@H](O)C=C=N
- Energy: -286.52516 a.u.
- HOMO energy: -8.7 eV

=====

Record 3
The following is a DFT calculation (wB97M-V/def2-TZVPD) of an isolated molecule of C4H7NO.

XYZ file:
```
13
Properties=species:S:1:pos:R:3:forces:R:3
C -1.129363 -0.662324 0.086420 1.1567 0.1101 -0.0262
C -0.822620 0.760147 -0.265171 -0.0733 0.3039 -0.1148
O 0.200676 1.200602 0.600496 -0.0140 0.4044 -0.0322
C 1.464797 0.678815 0.235368 0.1806 -0.3656 -0.0652
C 1.552127 -0.829387 0.044832 -1.5048 -0.3386 0.0088
N 0.342150 -1.355925 0.014517 -2.8898 1.6137 0.4304
H -1.838546 -1.137458 -0.633682 0.9464 0.0719 0.2806
H -0.020259 -2.281827 -0.035294 1.8415 -1.3383 -0.2205
H -1.588761 -0.760598 1.088847 0.6557 -0.0211 -0.3293
H -1.656839 1.453553 -0.149137 -0.0772 -0.1429 -0.0071
H -0.488194 0.784274 -1.314799 -0.0162 0.1730 0.1119
H 2.159303 0.994149 1.025214 -0.1408 -0.2561 -0.1748
H 1.825530 1.155983 -0.697607 -0.0648 -0.2145 0.1384
```
Forces are in eV/Å.

- Energy relative to the best compared isomer or geometry (same formula, charge and spin): 354.31 kJ/mol
- Kohn-Sham gap: 9.01 eV
- LUMO: 0.9 eV
- Energy: -286.49670 a.u.
- HOMO energy: -8.1 eV

=====

Record 4
The following is a DFT calculation (wB97M-V/def2-TZVPD) of a cluster of 3 separate species, C4H7NO in total.

XYZ file:
```
13
Properties=species:S:1:pos:R:3:forces:R:3
C -0.322608 -2.050875 0.373119 0.0754 0.0878 -0.1133
C 0.901134 0.845954 0.346384 -3.4148 -4.9384 -0.3099
C -0.624216 -0.621319 -0.034032 0.3463 -0.0164 0.7978
C 0.296134 1.720087 -0.529191 4.1617 3.3816 1.7962
N -0.587072 2.204273 -1.183204 -1.2736 0.2111 -0.9564
O -1.699479 -0.330829 -0.513031 1.1371 0.1422 0.3174
H -1.404448 1.578889 -1.286014 0.4148 0.1821 0.0209
H -0.130009 -2.082484 1.447833 0.0446 0.0499 -0.0272
H 0.586656 -2.382350 -0.133189 0.0089 -0.0004 0.0506
H -1.150816 -2.721109 0.128399 0.0358 0.1105 -0.0164
H 1.791702 0.332277 0.017429 0.0890 0.2136 0.0874
H 0.747728 1.021876 1.401374 0.1794 0.2271 -0.0491
H 1.595295 2.485612 -0.035876 -1.8046 0.3494 -1.5979
```
Forces are in eV/Å.

- Energy relative to the best compared isomer or geometry (same formula, charge and spin): 589.93 kJ/mol
- Kohn-Sham gap: 8.11 eV
- LUMO: 0.8 eV
- Energy: -286.40695 a.u.
- HOMO energy: -7.3 eV

=====

Record 5
The following is a DFT calculation (wB97M-V/def2-TZVPD) of an isolated molecule of C4H7NO.

XYZ file:
```
13
Properties=species:S:1:pos:R:3:forces:R:3
C 1.157848 -1.502457 -0.337668 0.1425 -0.1872 -0.1218
O -0.168206 -1.787964 0.127267 0.0357 0.0080 -0.2579
C -0.749717 -0.717241 0.736656 0.0930 0.2720 0.1769
C -0.481349 0.513326 0.350663 -0.3659 -0.1214 0.0367
C -0.649009 1.933997 0.330661 -0.2737 0.3482 0.2186
N -0.081290 1.187042 -0.832195 0.0860 0.0217 -0.1085
H 1.455320 -2.379313 -0.903927 0.1326 -0.0628 0.0505
H 1.235451 -0.613631 -0.978389 -0.2390 -0.3531 0.1197
H 1.829100 -1.344692 0.518311 -0.1806 -0.1178 -0.0987
H -1.474128 -0.945147 1.514146 0.4989 -0.1121 0.1757
H -1.656245 2.332746 0.322697 0.0384 0.1916 -0.2678
H 0.116044 2.560204 0.782662 -0.2531 -0.0615 0.1183
H -0.812741 0.983766 -1.516947 0.2851 0.1744 -0.0418
```
Forces are in eV/Å.

- Energy relative to the best compared isomer or geometry (same formula, charge and spin): 358.90 kJ/mol
- Kohn-Sham gap: 9.31 eV
- LUMO: 1.0 eV
- SMILES: CO/C=C1/CN1
- Energy: -286.49495 a.u.
- HOMO energy: -8.3 eV

=====

Record 6
The following is a DFT calculation (wB97M-V/def2-TZVPD) of a cluster of 2 separate species, C4H7NO in total.

XYZ file:
```
13
Properties=species:S:1:pos:R:3:forces:R:3
N -1.634981 0.114204 -0.217695 -1.3944 -1.3320 -2.1762
C -1.386340 0.981925 0.893528 -1.5413 1.0425 -0.5204
C -0.696248 0.835230 1.998222 1.3866 -1.5619 0.1164
O 0.042840 0.599125 2.892997 -1.0925 0.6920 -0.7189
H -1.540841 -0.953116 -0.210292 -0.1894 2.6467 0.5834
H -2.373384 0.428876 -0.968535 2.0941 -0.7274 2.6722
H -1.940920 1.942138 0.839231 0.5407 -0.6994 0.0901
C 2.146346 -0.637361 -0.497857 1.4458 0.8354 1.6789
C 1.063697 -0.635251 -1.235938 -1.1525 0.1538 -2.0846
H 2.281913 -1.573300 0.122999 0.4934 1.3731 -0.7162
H 2.833987 0.302061 -0.356568 -1.3857 -2.1155 -0.2048
H 0.678607 0.187564 -1.912446 0.7508 -0.9325 1.1065
H 0.525324 -1.592095 -1.347645 0.0443 0.6251 0.1737
```
Forces are in eV/Å.

- Energy relative to the best compared isomer or geometry (same formula, charge and spin): 386.88 kJ/mol
- Kohn-Sham gap: 8.17 eV
- LUMO: 0.5 eV
- SMILES: NC=C=O.C=C
- Energy: -286.48429 a.u.
- HOMO energy: -7.7 eV